{
  "formula": "C20H34BF9N4O9",
  "method": "wB97M-V/def2-TZVPD",
  "gap_ev": 7.6809,
  "e_lumo_ha": -0.057,
  "e_homo_ev": -9.2,
  "charge": 0,
  "multiplicity": 1,
  "symbols": ["O", "B", "O", "O", "C", "N", "N", "C", "C", "C", "C", "F", "F", "C", "F", "F", "C", "F", "F", "C", "F", "F", "F", "N", "N", "H", "H", "H", "H", "H", "H", "C", "O", "C", "C", "O", "C", "C", "O", "C", "H", "H", "H", "H", "H", "H", "H", "H", "H", "H", "H", "H", "H", "H", "C", "O", "C", "C", "O", "C", "C", "O", "C", "H", "H", "H", "H", "H", "H", "H", "H", "H", "H", "H", "H", "H", "H"],
  "coordinates": [[7.253, 0.352, -1.624], [7.286, 0.628, -3.093], [7.133, -0.451, -4.120], [7.456, 2.063, -3.471], [6.096, 2.658, -3.216], [5.898, 3.107, -1.869], [4.703, 3.581, -1.640], [3.838, 3.554, -2.779], [2.286, 4.109, -2.466], [1.504, 4.629, -3.812], [0.656, 3.478, -4.607], [1.182, 2.104, -4.263], [0.966, 3.637, -6.077], [-0.970, 3.570, -4.474], [-1.517, 3.248, -5.845], [-1.512, 4.903, -4.129], [-1.651, 2.465, -3.462], [-3.132, 2.767, -3.473], [-1.555, 1.059, -4.007], [-1.182, 2.581, -1.897], [-0.718, 3.922, -1.474], [-2.415, 2.290, -1.073], [-0.180, 1.548, -1.545], [4.047, 3.146, -4.135], [5.241, 2.671, -4.368], [6.271, 0.155, -1.446], [6.136, -0.488, -4.327], [1.739, 3.265, -1.868], [2.447, 5.076, -1.784], [0.866, 5.573, -3.481], [2.293, 5.061, -4.598], [4.069, -2.362, 3.841], [2.801, -2.162, 3.240], [1.814, -1.731, 4.178], [0.711, -0.939, 3.471], [1.092, 0.407, 3.161], [2.030, 0.562, 2.085], [1.424, 0.278, 0.709], [1.341, -1.130, 0.481], [0.332, -1.468, -0.456], [4.015, -3.161, 4.587], [4.777, -2.651, 3.060], [4.425, -1.436, 4.302], [2.269, -1.105, 4.954], [1.387, -2.627, 4.642], [-0.133, -0.849, 4.162], [0.338, -1.458, 2.586], [2.933, -0.024, 2.266], [2.329, 1.615, 2.112], [2.068, 0.699, -0.071], [0.430, 0.739, 0.646], [-0.646, -1.129, -0.101], [0.303, -2.556, -0.550], [0.555, -1.030, -1.433], [-5.825, -4.100, 4.706], [-4.960, -3.675, 3.667], [-4.739, -4.692, 2.689], [-4.376, -4.069, 1.339], [-5.510, -3.550, 0.633], [-6.072, -2.336, 1.154], [-5.192, -1.108, 0.908], [-4.124, -1.062, 1.856], [-3.008, -0.332, 1.376], [-5.380, -4.934, 5.256], [-5.978, -3.262, 5.391], [-6.798, -4.391, 4.299], [-5.635, -5.314, 2.572], [-3.912, -5.317, 3.043], [-3.976, -4.862, 0.700], [-3.592, -3.317, 1.434], [-6.338, -2.448, 2.207], [-7.011, -2.194, 0.607], [-5.786, -0.198, 1.039], [-4.799, -1.140, -0.116], [-2.621, -0.786, 0.459], [-2.222, -0.371, 2.135], [-3.280, 0.712, 1.199]],
  "forces_ev_per_angstrom": [[-2.23, 0.31, -3.41], [-0.05, -0.64, 0.58], [-1.85, 2.81, 2.32], [-4.20, -1.05, 0.95], [2.03, -0.72, -0.32], [0.18, -1.14, -4.05], [-1.93, -0.46, -3.97], [-2.41, 0.81, 0.08], [1.65, 0.38, -0.03], [0.69, 0.49, 0.01], [2.28, 0.06, -1.81], [-2.15, 3.98, -0.80], [-1.02, -0.54, 4.39], [-2.12, -0.21, -2.53], [1.46, 1.00, 4.47], [2.10, -4.13, -0.91], [-3.05, -1.03, -1.37], [4.84, -0.88, 0.05], [0.08, 4.96, 2.16], [-0.96, -1.03, 3.31], [-1.37, -4.72, -1.75], [4.53, 0.97, -2.61], [-3.31, 3.93, -1.31], [0.30, 1.07, 4.41], [2.44, -0.01, 3.66], [2.19, 0.03, -0.03], [2.24, 0.00, 0.17], [0.96, 1.78, -1.19], [-0.49, -2.34, -1.34], [0.86, -2.39, -0.91], [-1.77, -1.25, 1.71], [-0.28, -0.06, -0.23], [0.13, 0.29, 0.13], [-0.06, -0.09, -0.65], [0.24, 0.13, 0.34], [0.21, -0.32, -0.34], [-0.39, 0.18, -0.01], [0.27, -0.59, 0.39], [-0.29, 0.17, 0.06], [0.33, -0.09, 0.21], [0.13, 0.03, 0.11], [-0.19, -0.01, 0.04], [0.04, -0.02, 0.15], [-0.04, 0.02, -0.03], [-0.15, 0.06, 0.19], [0.13, 0.09, 0.02], [0.25, -0.11, -0.03], [-0.12, -0.19, -0.17], [-0.17, -0.07, 0.01], [0.02, 0.28, -0.06], [0.11, -0.04, 0.09], [0.00, 0.08, -0.14], [0.12, 0.15, 0.05], [-0.14, 0.02, -0.10], [0.29, 0.19, -0.17], [-0.32, -0.10, -0.10], [0.22, 0.63, 0.01], [-0.35, -0.25, 0.06], [0.16, 0.25, 0.39], [0.16, 0.00, -0.41], [0.05, -0.27, 0.60], [0.18, -0.10, -0.32], [-0.30, -0.17, 0.33], [-0.13, -0.09, 0.07], [0.13, -0.07, -0.13], [-0.05, -0.14, 0.04], [0.02, 0.02, -0.04], [0.03, -0.21, -0.13], [-0.16, 0.01, 0.03], [-0.10, 0.05, 0.25], [0.25, 0.13, 0.04], [0.18, -0.05, -0.07], [-0.16, 0.04, -0.19], [-0.05, -0.04, 0.05], [-0.06, 0.11, -0.13], [-0.16, 0.01, -0.01], [0.11, 0.07, -0.13]],
  "mulliken_charge": [-0.531, 0.631, -0.519, -0.470, 0.703, -0.279, -0.213, 0.264, 0.185, -1.019, 0.870, -0.275, -0.337, 0.426, -0.304, -0.258, 0.497, -0.283, -0.256, 0.667, -0.210, -0.261, -0.137, 0.225, -0.691, 0.314, 0.306, -0.196, 0.402, 0.379, 0.413, -0.810, -0.236, -0.754, -0.157, -0.505, -0.505, -0.173, -0.354, 0.166, 0.324, 0.229, 0.345, 0.363, 0.426, 0.427, 0.079, 0.156, 0.425, 0.332, 0.165, -0.417, 0.322, 0.241, -0.805, -0.221, -0.610, -0.208, -0.482, -0.386, -0.545, -0.351, -0.647, 0.320, 0.229, 0.340, 0.358, 0.404, 0.410, 0.022, 0.155, 0.403, 0.427, 0.321, 0.152, 0.208, 0.377]
}